#one
This record from the Open Molecules 2025 dataset describes a cluster of 2 separate species, C3H4ClNS in total. The level of theory is ωB97M-V/def2-TZVPD.

Last columns: bonded neighbours and bond lengths (Å).
Element x y z (Å)
1 C -2.54830 -0.33133 0.68183  N4 1.184, S5 1.635
2 C 1.17622 -0.19706 -0.82345  C3 1.507, H7 1.163, H8 1.093, H9 1.105
3 C 0.57134 0.46166 0.39002  C2 1.507, Cl6 1.651, H10 1.070
4 N -2.91990 -1.19633 1.39959  C1 1.184
5 S -1.83099 0.85219 -0.18939  C1 1.635
6 Cl 1.07889 2.00207 0.69621  C3 1.651
7 H 1.97207 0.46758 -1.35014  C2 1.163
8 H 0.50130 -0.62452 -1.56923  C2 1.093
9 H 1.49643 -1.16959 -0.40820  C2 1.105
10 H 0.50294 -0.26466 1.17275  C3 1.070

Kohn-Sham gap (alpha / beta), eV: 7.65 / 7.66
E_LUMO (alpha / beta), eV: -1.582 / -1.580
HOMO (alpha / beta), Ha: -0.3394 / -0.3394

---

#two
This record from the Open Molecules 2025 dataset describes the molecule C3H4ClNS. The level of theory is ωB97M-V/def2-TZVPD.

Last columns: bonded neighbours and bond lengths (Å).
Element x y z (Å)
1 N -1.81537 1.76295 -0.97178  C2 1.162
2 C -1.18448 0.98486 -0.38358  N1 1.162, C3 1.496
3 C -0.48498 -0.13005 0.32741  C2 1.496, S4 1.777, C5 1.568, H7 1.053
4 S -1.01308 -1.52330 -0.64184  C3 1.777, H8 1.254
5 C 1.03915 0.16106 0.55496  C3 1.568, Cl6 1.745, H9 1.131, H10 1.083
6 Cl 1.95616 0.06609 -0.92693  C5 1.745
7 H -0.91873 -0.37331 1.25539  C3 1.053
8 H -0.10979 -1.40831 -1.50452  S4 1.254
9 H 1.18060 1.13183 1.11744  C5 1.131
10 H 1.35053 -0.67182 1.17345  C5 1.083

SMILES: N#C[C@@H](S)CCl
Kohn-Sham gap, eV: 10.36
E_LUMO, eV: 0.551
HOMO, Ha: -0.3606

---

Taking the most stable structure as the zero point, the relative energies in kJ/mol are #one 154.0; #two 0.0.